{
  "formula": "BrClHP",
  "method": "ωB97M-V/def2-TZVPD",
  "species": ["P", "Cl", "Br", "H"],
  "coordinates": [[-1.0909, 0.9836, 0.3691], [1.0613, -1.9084, 0.0927], [-2.4795, -0.5031, -0.0148], [0.1068, -0.1095, 0.3724]],
  "max_force_ev_per_a": 2.71,
  "homo_energy_ev": [-10.14, -8.97],
  "orbital_gap_ev": [8.2, 5.1],
  "total_energy_ha": -3376.0542
}



{
  "formula": "BrClIP",
  "method": "ωB97M-V/def2-TZVPD",
  "species": ["Cl", "P", "Br", "I"],
  "coordinates": [[-1.0189, 1.0058, -0.4873], [0.5882, 0.1812, 0.2616], [0.8909, -2.0403, -1.2380], [-0.1732, -0.8112, 2.3750]],
  "max_force_ev_per_a": 2.83,
  "homo_energy_ev": -9.80,
  "smiles": "ClP(Br)I",
  "orbital_gap_ev": 8.0,
  "total_energy_ha": -3673.2849
}



{
  "formula": "BrClN3P3",
  "method": "ωB97M-V/def2-TZVPD",
  "species": ["N", "N", "N", "P", "P", "P", "Cl", "Br"],
  "coordinates": [[-0.0405, -0.6743, 1.8412], [-1.2327, -0.3115, -0.4704], [1.2884, 0.6174, -0.2525], [1.2966, -0.0333, 1.2447], [-1.3257, -1.0807, 0.9569], [-0.0293, 0.6305, -1.1382], [0.3751, 0.1376, -2.9988], [-0.7440, 2.7425, -1.3270]],
  "max_force_ev_per_a": 3.24,
  "homo_energy_ev": -9.70,
  "orbital_gap_ev": 8.5,
  "total_energy_ha": -4222.6338
}



{
  "formula": "BrFHP",
  "method": "ωB97M-V/def2-TZVPD",
  "species": ["F", "P", "Br", "H"],
  "coordinates": [[0.9074, -0.1100, -1.3534], [0.0417, 0.7527, -0.2454], [-1.4358, -0.8660, -0.1931], [0.4866, 0.2234, 1.7919]],
  "max_force_ev_per_a": 3.14,
  "homo_energy_ev": [-9.49, -9.49],
  "orbital_gap_ev": [8.5, 8.5],
  "total_energy_ha": -3015.7781
}



{
  "formula": "BrH12O6",
  "method": "ωB97M-V/def2-TZVPD",
  "species": ["Br", "O", "H", "H", "O", "H", "H", "O", "H", "H", "O", "H", "H", "O", "H", "H", "O", "H", "H"],
  "coordinates": [[2.7657, 2.6836, 2.0131], [0.0757, 2.4685, 4.4117], [0.7967, 2.1212, 3.9072], [0.1005, 3.4349, 4.2023], [2.8153, 3.4167, 5.3073], [2.4218, 3.6782, 4.4808], [2.9035, 2.4582, 5.4307], [2.9320, 5.9234, 2.3084], [2.5866, 5.0412, 2.1396], [2.1105, 6.4274, 2.0996], [4.7737, 0.9938, 0.1002], [5.6029, 1.4429, 0.2616], [4.0601, 1.2819, 0.6273], [-0.4637, 3.6766, 1.2777], [0.4181, 3.4959, 1.6418], [-1.1144, 3.6620, 1.9666], [4.7906, 1.0520, 4.1303], [4.0221, 1.4236, 3.7383], [4.4767, 0.9905, 5.0604]],
  "max_force_ev_per_a": 3.05,
  "total_charge": -1,
  "homo_energy_ev": -5.79,
  "orbital_gap_ev": 9.1,
  "total_energy_ha": -3032.7579
}



{
  "formula": "BrH12O6",
  "method": "ωB97M-V/def2-TZVPD",
  "species": ["Br", "O", "H", "H", "O", "H", "H", "O", "H", "H", "O", "H", "H", "O", "H", "H", "O", "H", "H"],
  "coordinates": [[-31.3894, -6.0758, 11.3141], [-30.8218, -8.7754, 12.9249], [-31.7088, -9.2473, 12.9437], [-30.9647, -7.9199, 12.4013], [-34.3741, -7.1399, 9.6162], [-33.5468, -7.3297, 10.1306], [-34.9303, -7.6872, 10.1756], [-31.6120, -3.4953, 13.9565], [-31.5037, -3.9098, 13.2070], [-31.7433, -2.5341, 13.4700], [-33.3260, -3.7751, 9.8102], [-33.0152, -4.5207, 10.1923], [-34.2717, -4.0829, 9.4404], [-29.8232, -8.2145, 9.1992], [-30.2574, -7.6448, 9.7750], [-29.6631, -9.0041, 9.5882], [-28.7821, -3.7424, 11.1653], [-29.6053, -4.3820, 11.1772], [-28.5510, -3.5012, 12.0147]],
  "max_force_ev_per_a": 8.93,
  "total_charge": -1,
  "homo_energy_ev": -5.89,
  "orbital_gap_ev": 9.1,
  "total_energy_ha": -3032.7186
}



Number 1 is which compound? BrClHP